[1]
Computed, not measured: a single C3H4FNO2 molecule, with the ωB97M-V functional and the def2-TZVPD basis.

The geometry in XYZ format:
```
11
Properties=species:S:1:pos:R:3:mulliken_charge:R:1
F 0.56230 -1.65795 -0.53907 -0.275
O -0.72523 1.23993 1.11556 -0.618
O 1.57383 0.52743 -2.25524 -0.450
N -1.07672 -0.93771 1.68874 -0.369
C 0.85681 0.64869 -1.06905 0.006
C -0.62769 0.03473 0.90102 0.403
C 0.28359 -0.34654 -0.37413 0.241
H -1.30681 -1.81974 1.25829 0.247
H -1.54294 -0.74435 2.50992 0.224
H 1.67806 1.45008 -2.52485 0.344
H 0.32481 1.60544 -0.71120 0.248
```

Results
**Orbital gap**: 9.82 eV
**E_HOMO**: -9.192 eV
**Maximum force**: 0.076 Eh/bohr
**SMILES**: NC(=O)/C(F)=C/O
**E_tot**: -11477.3454 eV


[2]
Computed, not measured: a gas-phase ion, C2F3N2O (charge +1), with the ωB97M-V functional and the def2-TZVPD basis.

The geometry in XYZ format:
```
8
Properties=species:S:1:pos:R:3:mulliken_charge:R:1
F 1.60992 0.43388 -1.29135 -0.135
F -0.52598 0.19090 -1.57599 -0.163
F 0.17860 1.74424 -0.25210 -0.163
O 1.15494 -0.48251 1.64942 -0.128
N -2.11348 -0.89886 0.60459 0.122
N -1.02625 -1.00947 0.75788 0.401
C 0.40139 0.50651 -0.74441 0.785
C 0.32085 -0.48469 0.85195 0.280
```

Results
**Orbital gap**: 9.44 eV
**E_HOMO**: -17.823 eV
**Charge**: +1
**Maximum force**: 0.129 Eh/bohr
**SMILES**: N#[N+]C(=O)C(F)(F)F
**E_tot**: -15242.4749 eV